Entry 1:
Density functional theory data (ωB97M-V/def2-TZVPD) for a molecular structure, C2H7NP2S at a distorted geometry.

Structure (XYZ):
```
13
Properties=species:S:1:pos:R:3:forces:R:3:mulliken_charge:R:1
C -0.93314 0.45320 0.15981 3.337 -0.471 -1.373 0.56
C -0.36458 1.85714 0.46893 0.999 -2.292 -0.047 -1.04
N 0.12340 -0.55318 -0.11358 -1.841 2.068 1.188 -0.04
P -0.34448 -2.15871 0.28831 -0.160 -0.880 0.510 -0.09
P 1.83737 -0.43503 0.20269 0.457 -1.239 -1.258 -0.16
S -2.46671 0.04873 -0.06860 -1.401 1.083 0.268 -0.41
H 0.50904 1.58924 1.10835 -0.692 0.706 0.352 0.30
H -1.13939 2.43449 0.99305 0.681 0.253 -0.652 0.32
H 0.19938 2.22370 -0.43086 -1.295 0.270 0.578 0.31
H -1.67443 -1.87669 -0.07377 -0.090 -0.723 0.132 0.07
H -0.04661 -2.67101 -0.94992 0.238 -0.687 -0.894 0.03
H 2.21229 -1.50299 -0.87543 -0.425 1.476 1.498 0.08
H 2.08785 0.59112 -0.70897 0.191 0.436 -0.303 0.06
```
Forces are in eV/Å.

HOMO-LUMO gap ... 8.5 eV
E_HOMO ... -8.32 eV
Charge ... 0
Relative energy (zero: lowest compared OMol25 entry of this formula, charge and spin) ... 32.0 kcal/mol
Calculated total energy ... -1215.96697 Ha

***

Entry 2:
Density functional theory data (ωB97M-V/def2-TZVPD) for a single C2H7NS molecule at a distorted geometry.

Structure (XYZ):
```
11
Properties=species:S:1:pos:R:3:forces:R:3:mulliken_charge:R:1
C 1.42207 -0.44510 -0.02897 1.589 1.229 -0.925 -0.78
S 0.05382 0.20097 0.36955 -2.657 2.169 1.121 0.47
C 0.02637 1.94808 0.10690 -0.860 -1.014 -1.342 -0.85
N -1.07303 -1.21972 0.11183 -0.896 1.985 1.752 -0.63
H 1.48829 -1.47706 -0.09344 0.249 -1.574 -0.105 0.32
H 2.07386 0.22260 -0.58049 0.176 -0.190 0.447 0.28
H -0.34630 0.32700 1.71997 0.351 -0.044 -0.758 0.10
H -0.97121 2.38093 0.36299 0.768 -0.626 0.366 0.26
H 0.25655 2.32183 -0.94394 -0.043 -1.061 1.149 0.27
H -0.43506 -1.99981 0.22593 -0.305 -0.326 0.175 0.24
H -1.76954 -1.14960 0.94909 1.628 -0.546 -1.880 0.31
```
Forces are in eV/Å.

HOMO-LUMO gap ... 8.5 eV
E_HOMO ... -8.05 eV
SMILES string ... C=[SH](=C)N
Charge ... 0
Relative energy (zero: lowest compared OMol25 entry of this formula, charge and spin) ... 133.9 kcal/mol
Calculated total energy ... -533.11707 Ha

***

Entry 3:
Density functional theory data (ωB97M-V/def2-TZVPD) for 2 unconnected molecules or ions with the total composition C2H7NS2 at a distorted geometry.

Structure (XYZ):
```
12
Properties=species:S:1:pos:R:3:forces:R:3:mulliken_charge:R:1
C 0.57520 0.55669 -2.22331 3.391 -1.802 3.151 -0.31
N 1.53140 0.14721 -1.37635 -3.235 1.260 -1.036 -0.33
C 2.69207 1.02916 -1.00806 -1.263 -0.644 -4.107 -0.75
H -0.37229 0.01395 -2.20701 0.409 -0.272 -0.182 0.28
H 0.65114 1.36071 -2.93462 0.273 0.773 -0.025 0.29
H 2.97552 1.40111 -2.03584 0.186 0.823 1.264 0.33
H 2.30440 1.76287 -0.32232 0.344 0.360 0.189 0.26
H 3.55535 0.47335 -0.69785 0.005 -0.432 0.729 0.25
S -1.88171 0.26127 1.11233 -0.158 0.279 -0.099 -0.17
S -0.50638 -1.22728 0.98942 1.202 0.202 0.149 -0.18
H -1.86338 0.34940 2.43968 -0.258 0.151 0.303 0.16
H 0.63533 -0.45088 1.15270 -0.894 -0.697 -0.336 0.16
```
Forces are in eV/Å.

HOMO-LUMO gap ... 9.5 eV
E_HOMO ... -8.92 eV
SMILES string ... C=NC.SS
Charge ... 0
Relative energy (zero: lowest compared OMol25 entry of this formula, charge and spin) ... 41.8 kcal/mol
Calculated total energy ... -931.45693 Ha

***

Entry 4:
Density functional theory data (ωB97M-V/def2-TZVPD) for 2 unconnected molecules or ions with the total composition C2H7NS2 at a distorted geometry.

Structure (XYZ):
```
12
Properties=species:S:1:pos:R:3:forces:R:3:mulliken_charge:R:1
C -1.43501 0.33185 -0.53530 2.444 2.452 1.566 -1.18
C -0.40872 -0.31062 0.41334 -0.567 2.984 2.954 0.03
N 1.11718 1.22748 0.32549 -1.985 -2.030 1.159 -0.47
S 0.24222 -1.83868 0.11560 -0.192 -0.358 -1.025 -0.13
S 2.46549 0.36284 -0.18171 -0.041 -0.156 1.015 -0.10
H -0.84583 0.35634 -1.40729 0.463 0.553 -1.605 0.34
H -1.83348 1.38512 -0.33626 1.228 -1.361 0.292 0.27
H -2.26653 -0.18896 -0.76349 -2.735 -2.462 -0.319 0.43
H -0.60744 -0.31091 1.55495 0.187 0.529 -1.912 0.28
H 1.08274 1.47455 1.35684 0.585 -0.602 -1.548 0.24
H 0.03037 -1.73898 -1.21266 0.338 -0.419 0.011 0.16
H 2.45900 -0.75003 0.67049 0.276 0.869 -0.588 0.11
```
Forces are in eV/Å.

HOMO-LUMO gap (alpha / beta) ... 8.7 / 8.7 eV
E_HOMO (alpha / beta) ... -8.16 / -8.16 eV
Charge ... 0
Relative energy (zero: lowest compared OMol25 entry of this formula, charge and spin) ... 74.9 kcal/mol
Calculated total energy ... -931.40423 Ha

***

Look up the relative energy (zero: lowest compared OMol25 entry of this formula, charge and spin) of the fourth one.
74.9 kcal/mol